(1)
54
Properties=species:S:1:pos:R:3:forces:R:3 method="wB97M-V/def2-TZVPD" smiles="Cc1cc(C(=O)NC[C@@H]2[C@@H](C)CCCN2C(=O)c2ccc(=O)oc2)ncc1CO" fmax_ev_per_a=0.68 molar_mass_da=399.45 e_tot_ev=-36891.89551
C -4.473913 -1.756974 -0.828420 0.00 0.00 0.00
C -3.192234 -1.902381 -0.059901 0.00 0.02 0.00
C -1.980680 -2.072536 -0.712814 -0.01 -0.31 -0.04
C -0.814210 -2.180078 0.029421 -0.02 0.61 0.03
C 0.516265 -2.110230 -0.685322 0.08 -0.67 0.08
O 0.619709 -2.320699 -1.884240 -0.06 0.36 -0.07
N 1.547776 -1.796435 0.122857 0.00 0.00 0.00
C 2.791959 -1.269611 -0.389631 0.00 0.00 0.00
C 2.618001 0.068774 -1.132762 0.00 0.00 0.00
C 3.905277 0.890446 -1.232548 0.00 0.00 0.00
C 5.051795 0.081086 -1.826754 0.00 0.00 0.00
C 3.624937 2.130200 -2.087016 0.00 0.00 0.00
C 2.412440 2.917634 -1.599584 0.00 0.00 0.00
C 1.188656 2.015033 -1.458919 0.00 0.00 0.00
N 1.513351 0.877163 -0.601811 0.00 0.00 0.00
C 1.298515 0.951545 0.749328 -0.01 0.00 0.00
O 2.122379 0.614503 1.584550 0.00 0.00 0.00
C -0.092076 1.311529 1.171071 0.00 0.00 0.00
C -1.247016 1.175246 0.331298 0.00 0.00 0.00
C -2.482402 1.318558 0.843615 0.00 0.00 -0.01
C -2.684153 1.562180 2.254326 0.00 0.00 0.00
O -3.734896 1.610251 2.839834 0.00 0.00 0.00
O -1.526112 1.737739 3.001955 0.00 0.01 0.00
C -0.307228 1.583122 2.470797 0.00 -0.01 0.00
N -0.795770 -2.120607 1.358412 0.00 0.00 0.00
C -1.955667 -1.953182 1.987720 0.00 -0.02 0.00
C -3.173029 -1.809334 1.333699 0.00 0.03 0.00
C -4.424439 -1.461931 2.100735 0.04 0.03 -0.01
O -4.169128 -1.315729 3.482349 -0.16 -0.04 0.03
H -4.959274 -0.801346 -0.613525 0.00 0.00 0.00
H -4.295617 -1.816705 -1.900409 0.00 0.00 0.00
H -5.184915 -2.539537 -0.556084 0.00 0.00 0.00
H -1.917290 -2.116110 -1.792721 0.00 0.00 0.00
H 1.317202 -1.640025 1.092834 0.00 0.00 0.00
H 3.468372 -1.151070 0.453102 0.00 0.00 0.00
H 3.226176 -1.982783 -1.090243 0.00 0.00 0.00
H 2.296831 -0.176208 -2.152772 0.00 0.00 0.00
H 4.168539 1.206162 -0.216636 0.00 0.00 0.00
H 4.769423 -0.329802 -2.800089 0.00 0.00 0.00
H 5.928295 0.713859 -1.975008 0.00 0.00 0.00
H 5.347391 -0.748261 -1.184269 0.00 0.00 0.00
H 4.508336 2.772650 -2.106106 0.00 0.00 0.00
H 3.452204 1.803808 -3.120072 0.00 0.00 0.00
H 2.628382 3.361899 -0.622720 0.00 0.00 0.00
H 2.185027 3.737440 -2.284667 0.00 0.00 0.00
H 0.358859 2.575884 -1.032107 0.00 0.00 0.00
H 0.876238 1.633747 -2.436391 0.00 0.00 0.00
H -1.119265 0.915191 -0.711541 0.00 0.00 0.00
H -3.375706 1.201032 0.247763 0.00 0.00 0.00
H 0.485150 1.671027 3.200035 0.00 0.00 0.00
H -1.923350 -1.896055 3.067852 0.00 0.00 0.00
H -4.826227 -0.529883 1.689613 -0.05 -0.02 0.00
H -5.190749 -2.230299 1.949725 0.04 -0.04 0.01
H -4.382133 -0.409896 3.732178 0.13 0.03 -0.03


(2)
19
Properties=species:S:1:pos:R:3:forces:R:3 method="wB97M-V/def2-TZVPD" fmax_ev_per_a=4.09 molar_mass_da=215.06 charge=+1 e_tot_ev=-15414.80533
C 2.017400 2.309167 -0.173938 -1.41 -1.63 3.34
C 1.820865 0.806347 0.098546 -1.64 -1.13 -3.58
C 0.364348 0.401282 0.210102 -0.01 -0.49 -1.62
C -2.238459 -1.154427 -0.470627 -0.51 -1.60 -0.61
N -2.622745 -2.283049 0.079714 -0.45 3.93 0.23
N 0.073397 -1.049895 0.335375 0.94 0.44 -0.54
I -3.031866 0.668539 0.041202 0.04 -0.43 0.01
H 1.457735 2.754177 0.765295 1.32 -0.06 -1.99
H 3.094185 2.354459 -0.044910 -0.02 1.30 -0.68
H 1.502171 2.547684 -1.085198 0.43 0.70 -0.44
H 2.427192 0.495603 0.885562 0.86 -0.73 1.50
H 2.018522 0.153742 -0.821603 1.03 1.03 0.95
H -0.112555 0.903095 0.991235 -0.94 0.70 1.50
H -0.162413 0.693658 -0.712958 0.39 0.37 0.16
H -1.950338 -1.326549 -1.513193 1.07 0.74 0.48
H -3.385561 -2.289292 0.673324 -1.42 0.22 2.10
H -2.397028 -3.147575 -0.219573 1.34 -3.24 -1.78
H 0.422836 -1.242556 1.263236 -0.31 -0.82 0.39
H 0.702306 -1.594403 -0.301586 -0.72 0.68 0.57


(3)
18
Properties=species:S:1:pos:R:3:forces:R:3 method="wB97M-V/def2-TZVPD" spin_multiplicity=2 fmax_ev_per_a=8.60 molar_mass_da=328.31 e_tot_ev=-17725.71127 s_squared=0.754
C -3.115866 0.748434 0.294377 0.06 0.14 0.04
O -2.393181 -0.040932 -0.554079 -0.38 0.06 -0.02
H -3.935367 1.286298 -0.203966 0.05 -0.16 0.21
H -3.508996 0.083165 1.092904 -0.04 0.11 -0.25
H -2.459525 1.452458 0.838726 -0.07 -0.08 -0.10
O 3.106514 -1.754880 -0.511191 -1.12 -4.79 0.73
O 1.607515 1.379977 -1.304637 -3.72 1.96 -1.36
C 0.448603 1.326447 -0.569464 -0.91 -0.56 0.74
C 0.184178 -0.105436 0.006840 2.63 0.45 0.84
O 1.533861 -0.605080 0.669627 -1.86 0.94 0.24
C 2.086206 -1.914009 0.384136 -0.67 -1.67 0.06
Pb 3.030354 0.185647 -0.717115 7.40 4.34 -0.63
H -0.441114 1.581166 -1.176368 0.14 -0.10 0.19
H 0.459059 2.017370 0.298094 0.10 -0.01 -0.29
H 0.069682 -0.785148 -0.854560 -0.92 -0.10 0.98
H -0.366506 0.013154 0.954033 -0.73 -0.91 -1.19
H 2.428750 -2.317758 1.356769 -0.12 0.21 -0.35
H 1.265834 -2.550876 -0.004126 0.16 0.17 0.17


(4)
82
Properties=species:S:1:pos:R:3:forces:R:3 method="wB97M-V/def2-TZVPD" spin_multiplicity=2 fmax_ev_per_a=0.52 molar_mass_da=655.53 charge=+3 e_tot_ev=-84568.17596 s_squared=0.755
Ti -0.541937 0.662213 -0.806214 -0.45 0.13 0.18
N -4.578552 1.124496 -2.715024 0.00 0.00 0.00
C -3.395945 0.637411 -2.386436 0.00 0.00 -0.02
N -2.399353 1.345473 -1.916949 0.05 0.03 -0.03
C -2.576000 2.730472 -1.790065 0.01 0.01 0.01
N -1.581724 3.482535 -1.432813 -0.02 0.01 0.01
N -0.443824 2.729103 -1.282581 0.00 -0.06 -0.01
C 0.691950 3.314571 -1.321879 0.01 0.00 -0.04
C 1.847724 2.428447 -1.446782 0.01 0.02 -0.06
C 3.137723 2.896998 -1.607814 -0.01 0.00 0.02
C 4.148019 1.982888 -1.879463 0.01 -0.01 0.00
C 3.826440 0.640016 -1.977286 0.01 0.01 0.00
C 2.510838 0.249268 -1.775724 0.02 0.01 0.11
N 1.535332 1.115857 -1.518385 0.01 0.02 -0.13
C -3.869027 3.316869 -2.086447 -0.01 -0.01 0.00
C -4.129852 4.683737 -1.935010 0.00 0.00 0.01
C -5.375540 5.180022 -2.249033 0.00 0.00 0.00
C -6.377037 4.328009 -2.724339 0.00 0.00 0.00
C -6.138973 2.977912 -2.886974 0.00 0.00 0.00
C -4.882242 2.485162 -2.563652 0.01 0.01 0.00
H -5.282654 0.505354 -3.092546 0.00 0.00 0.00
H -3.257105 -0.427844 -2.526900 0.00 0.00 0.00
H 0.777463 4.395886 -1.369573 -0.02 0.00 -0.07
H 3.342076 3.957057 -1.541743 0.00 0.00 0.00
H 5.165613 2.319763 -2.024265 0.00 0.00 0.00
H 4.577452 -0.100952 -2.211383 0.00 0.00 0.01
H 2.237223 -0.797864 -1.811699 0.00 0.00 0.00
H -3.344146 5.333813 -1.577270 0.00 0.00 0.00
H -5.580983 6.235002 -2.134216 0.00 0.00 0.00
H -7.350174 4.729448 -2.972151 0.00 0.00 0.00
H -6.912609 2.318490 -3.260057 0.00 0.00 0.00
C -2.045639 2.416827 1.587189 0.07 -0.01 0.05
O -2.083125 1.188187 0.820563 -0.01 0.02 -0.01
C -2.301444 0.069025 1.686059 0.01 -0.03 0.00
C -2.542334 -1.129844 0.816144 0.01 0.00 0.02
O -1.453422 -1.190561 -0.132852 -0.02 -0.01 -0.16
C -1.522097 -2.324030 -1.012889 0.00 -0.02 0.00
C -0.423985 -2.127093 -2.026939 -0.04 0.01 0.01
O -0.495389 -0.739984 -2.415268 0.08 0.00 -0.04
C -0.152670 -0.464063 -3.794446 0.02 -0.01 0.00
H -2.940367 2.472571 2.205532 -0.01 0.01 -0.02
H -1.156330 2.431708 2.218533 -0.01 -0.01 0.01
H -2.028377 3.245560 0.888914 0.01 0.00 0.00
H -1.431098 -0.077351 2.329525 0.00 0.01 0.00
H -3.176270 0.250142 2.313436 -0.01 0.00 -0.02
H -2.558652 -2.044786 1.409388 0.01 0.00 0.00
H -3.479050 -1.041998 0.259622 0.00 0.00 0.00
H -1.378696 -3.244808 -0.445842 0.00 0.00 0.01
H -2.507466 -2.351766 -1.485684 0.00 0.00 0.00
H 0.558592 -2.328825 -1.594842 0.00 -0.01 -0.01
H -0.573132 -2.767826 -2.895730 -0.01 0.00 0.00
H -0.903851 -0.909594 -4.445260 0.01 -0.01 0.00
H -0.144994 0.615798 -3.909470 -0.01 0.00 0.00
H 0.830864 -0.872216 -4.023217 0.01 0.01 0.00
N 1.624241 -0.474622 4.953726 0.03 0.09 0.04
C 1.732505 0.158353 3.993003 -0.03 -0.11 -0.07
N 1.972725 0.812630 2.867759 0.02 0.32 -0.07
C 1.218032 0.768911 1.864955 0.08 -0.51 0.07
N 0.591938 0.694046 0.870941 0.08 0.24 0.09
C 4.616894 -4.730102 3.841146 -0.01 -0.02 0.01
N 3.817421 -3.554905 4.415482 0.01 -0.03 0.00
C 4.777039 -2.370153 4.625064 0.00 0.02 0.02
N 5.452440 -2.056322 3.415400 0.03 -0.01 0.02
C 6.180961 -3.219688 2.914933 -0.04 0.01 -0.01
N 5.284958 -4.344041 2.649700 0.03 0.01 -0.01
C 4.375369 -4.084384 1.532108 -0.01 0.01 -0.01
P 3.236613 -2.632256 1.820541 0.14 -0.11 0.15
C 2.679126 -3.180889 3.512459 -0.06 -0.07 0.01
C 4.573123 -1.469985 2.405199 -0.05 -0.01 0.03
H 3.911113 -5.541096 3.664739 0.00 0.00 0.00
H 5.331489 -5.020388 4.611355 0.01 0.00 -0.01
H 3.440494 -3.825302 5.325744 -0.01 0.02 0.00
H 5.481637 -2.688756 5.393224 0.01 0.00 -0.01
H 4.174380 -1.538636 4.989254 -0.01 0.00 -0.01
H 6.917564 -3.524328 3.659076 0.00 0.00 0.00
H 6.705133 -2.951611 1.999575 0.00 0.00 0.00
H 3.786725 -4.981734 1.330474 -0.01 0.00 0.01
H 4.971109 -3.891874 0.637985 0.00 -0.01 0.00
H 2.030802 -4.054428 3.422058 0.03 -0.02 -0.03
H 2.118361 -2.391925 4.010904 0.01 0.01 -0.02
H 4.118773 -0.560685 2.800392 0.02 0.00 -0.01
H 5.177238 -1.179178 1.543256 0.00 0.01 0.00


(5)
8
Properties=species:S:1:pos:R:3:forces:R:3 method="wB97M-V/def2-TZVPD" smiles="NC(=[NH2+])Cl" fmax_ev_per_a=3.45 molar_mass_da=79.51 charge=+1 e_tot_ev=-16597.73632
N 0.254929 1.213203 -0.034216 -0.13 -1.87 0.44
C 0.777744 -0.001259 -0.035662 2.18 -0.70 0.12
N 0.251053 -1.217437 0.008891 -2.77 1.91 0.77
Cl 2.493204 0.003938 0.010096 -0.10 -0.05 -0.48
H -0.717471 1.276352 0.187723 -0.64 0.63 -0.13
H 0.901493 1.971057 0.144122 -0.32 0.15 -0.02
H -0.716409 -1.357084 0.329557 0.43 0.42 -0.48
H 0.649581 -2.073153 -0.283849 1.35 -0.48 -0.23